(1)
{"formula": "C28H54O10P2", "method": "ωB97M-V/def2-TZVPD", "elements": ["P", "P", "O", "O", "O", "O", "O", "O", "O", "O", "O", "O", "C", "C", "C", "C", "C", "C", "C", "C", "C", "C", "C", "C", "C", "C", "C", "C", "C", "C", "C", "C", "C", "C", "C", "C", "C", "C", "C", "C", "H", "H", "H", "H", "H", "H", "H", "H", "H", "H", "H", "H", "H", "H", "H", "H", "H", "H", "H", "H", "H", "H", "H", "H", "H", "H", "H", "H", "H", "H", "H", "H", "H", "H", "H", "H", "H", "H", "H", "H", "H", "H", "H", "H", "H", "H", "H", "H", "H", "H", "H", "H", "H", "H"], "positions_angstrom": [[-3.861, -4.577, -2.655], [6.824, 2.359, -2.668], [-4.770, -3.315, -3.158], [0.990, 4.735, 0.966], [6.744, 1.676, -1.350], [-3.901, -3.949, -1.154], [-2.440, -3.981, -3.210], [0.857, 1.461, 5.015], [-3.616, -6.019, -2.389], [7.427, 3.463, -3.710], [7.425, 1.190, -3.629], [5.281, 2.454, -3.210], [-4.177, -4.770, -0.020], [7.597, 5.250, -2.032], [-2.524, -1.834, 3.797], [-3.207, -1.275, 2.530], [-1.740, -4.211, -5.523], [-0.343, 3.123, 3.850], [-0.271, 3.972, 2.827], [-1.619, -4.732, -4.103], [-2.892, -5.129, 0.697], [-4.391, -0.340, 2.839], [7.251, -1.134, -2.989], [-2.755, 3.704, 4.533], [-4.479, 2.218, 3.315], [3.745, 4.190, -2.482], [1.554, 1.726, 2.778], [-5.161, -3.217, -4.531], [-1.066, -1.357, 3.916], [0.716, 2.054, 3.962], [0.788, 3.855, 1.789], [-0.308, -2.035, 5.089], [1.575, 2.583, 1.763], [7.250, 4.860, -3.454], [-3.334, 3.234, 3.180], [4.203, 2.752, -2.325], [-3.887, 0.830, 3.713], [8.145, 0.086, -3.080], [-5.727, -4.510, -5.080], [-1.382, 3.124, 4.930], [3.576, 4.430, -3.533], [6.933, 4.758, -1.312], [7.502, 6.327, -1.897], [-3.488, -2.095, 1.867], [-4.060, 0.687, 4.780], [-4.312, -2.869, -5.125], [-1.083, -0.288, 4.143], [8.619, 4.954, -1.791], [0.033, -1.288, 5.802], [-0.983, 3.754, 5.733], [6.334, -0.911, -2.443], [-4.905, 2.097, 2.317], [-2.808, 0.900, 3.568], [8.568, 0.335, -2.108], [7.908, 5.386, -4.146], [-2.728, -4.433, -5.935], [-5.922, -2.437, -4.580], [-5.129, -0.899, 3.418], [-0.589, -4.620, -3.759], [7.765, -1.957, -2.489], [-2.167, -5.576, 0.018], [6.227, 5.148, -3.708], [-0.988, 4.777, 2.713], [2.086, 0.784, 2.789], [-2.764, 4.790, 4.620], [8.979, -0.120, -3.753], [-6.062, -4.375, -6.108], [-3.735, 4.118, 2.674], [-4.801, 0.012, 1.893], [-4.975, -5.309, -5.071], [-1.021, -2.667, 5.621], [-2.600, 2.811, 2.496], [-5.253, 2.565, 3.999], [-0.995, -4.675, -6.170], [2.824, 4.365, -1.925], [-1.862, -5.795, -4.075], [-2.475, -2.926, 3.796], [-4.821, -4.193, 0.647], [-0.536, -1.468, 2.969], [-1.607, -3.129, -5.551], [4.503, 4.881, -2.104], [-6.571, -4.847, -4.476], [4.474, 2.560, -1.285], [-4.730, -5.665, -0.306], [2.171, 2.344, 0.890], [-2.448, -0.682, 2.010], [3.384, 2.078, -2.582], [-3.027, -1.518, 4.714], [-3.083, -5.828, 1.513], [-2.427, -4.231, 1.109], [6.956, -1.462, -3.987], [-1.485, 2.136, 5.375], [-3.455, 3.359, 5.299], [0.533, -2.609, 4.710]], "forces_ev_per_angstrom": [[3.95, 2.93, 4.11], [-2.13, -4.46, -4.08], [-0.90, -2.35, -0.89], [-0.17, -0.59, 0.49], [1.11, 2.70, 0.84], [-0.43, -0.01, -0.48], [-1.04, -0.41, -0.48], [0.03, 0.05, -0.34], [-2.12, -0.19, -2.18], [0.56, 0.56, 2.56], [0.20, 0.59, 0.17], [0.79, 0.71, 0.59], [0.20, -0.15, 0.25], [-0.03, -0.19, 0.09], [0.81, 0.06, -0.30], [-0.02, 0.01, 0.44], [-0.21, 0.08, 0.04], [0.28, -0.59, -0.10], [0.15, 0.11, -0.13], [0.41, -0.11, -0.26], [0.19, 0.10, 0.05], [0.86, -0.45, 0.73], [-0.15, -0.05, -0.11], [0.00, -0.70, 0.04], [1.04, -0.62, -0.46], [0.18, 0.07, -0.06], [-0.65, 0.51, 0.17], [-0.12, 0.26, -0.50], [-0.02, 0.27, 0.77], [-0.07, -0.34, 0.58], [0.07, 0.31, -0.39], [-0.61, 0.34, -0.49], [0.19, -0.30, -0.13], [-0.09, 0.56, -0.12], [-0.92, 0.70, 0.11], [-0.51, 0.06, 0.13], [-0.57, 0.78, -0.37], [-0.07, -0.34, 0.06], [0.09, -0.13, 0.13], [-0.10, 0.76, 0.10], [-0.07, -0.06, 0.00], [0.00, 0.07, -0.02], [-0.02, 0.00, 0.00], [-0.14, 0.08, -0.05], [0.07, -0.34, -0.03], [0.08, -0.08, 0.08], [0.00, 0.09, -0.28], [0.01, 0.04, -0.02], [0.25, -0.03, -0.04], [0.00, -0.14, 0.12], [0.09, 0.07, 0.14], [-0.28, 0.16, 0.09], [0.05, 0.00, 0.11], [-0.12, 0.05, 0.04], [0.03, -0.18, -0.07], [0.03, -0.03, -0.03], [0.05, 0.02, 0.19], [-0.31, -0.01, -0.36], [-0.05, 0.04, 0.10], [0.02, 0.01, -0.02], [-0.14, -0.12, -0.08], [-0.04, -0.12, 0.06], [0.09, 0.06, -0.11], [0.14, 0.05, 0.08], [0.19, 0.04, -0.22], [-0.05, 0.14, -0.09], [0.02, 0.00, 0.00], [0.07, -0.03, -0.07], [-0.26, 0.07, 0.11], [-0.02, 0.04, -0.06], [0.27, -0.28, 0.04], [0.18, 0.02, 0.14], [-0.03, 0.01, -0.01], [0.01, -0.01, 0.03], [0.02, -0.02, 0.02], [-0.08, 0.02, 0.20], [-0.35, -0.03, -0.04], [0.00, 0.12, -0.12], [-0.04, -0.14, -0.02], [0.09, -0.02, 0.01], [-0.04, 0.01, 0.04], [-0.02, 0.03, -0.03], [0.15, -0.14, -0.06], [0.09, -0.02, -0.11], [-0.02, 0.39, -0.12], [-0.12, -0.03, -0.23], [0.09, -0.06, -0.06], [-0.21, -0.14, -0.05], [-0.03, 0.03, 0.01], [-0.04, 0.00, 0.04], [0.05, -0.02, 0.00], [0.09, -0.13, -0.22], [0.04, 0.14, 0.10], [0.04, -0.18, 0.27]], "energy_ha": -2534.45665, "charge": 0, "max_force_ev_per_a": 6.4, "lumo_ev": -1.23}

---

(2)
{"formula": "C21H66F3N12O23S", "method": "ωB97M-V/def2-TZVPD", "elements": ["S", "F", "F", "F", "O", "O", "O", "O", "O", "O", "O", "O", "O", "O", "O", "O", "O", "O", "O", "O", "O", "O", "O", "O", "O", "O", "O", "N", "N", "N", "N", "N", "N", "N", "N", "N", "N", "N", "N", "C", "C", "C", "C", "C", "C", "C", "C", "C", "C", "C", "C", "C", "C", "C", "C", "C", "C", "C", "C", "C", "H", "H", "H", "H", "H", "H", "H", "H", "H", "H", "H", "H", "H", "H", "H", "H", "H", "H", "H", "H", "H", "H", "H", "H", "H", "H", "H", "H", "H", "H", "H", "H", "H", "H", "H", "H", "H", "H", "H", "H", "H", "H", "H", "H", "H", "H", "H", "H", "H", "H", "H", "H", "H", "H", "H", "H", "H", "H", "H", "H", "H", "H", "H", "H", "H", "H"], "positions_angstrom": [[0.481, -0.530, -0.581], [-1.445, -1.501, 1.034], [0.179, -0.797, 2.075], [-1.295, 0.498, 1.260], [-4.338, -5.490, -1.195], [1.500, -2.685, -5.765], [5.526, 3.358, -4.168], [-0.638, 2.865, -5.329], [-4.049, 3.844, -3.486], [-5.341, 3.967, 3.880], [-2.762, -0.025, 7.756], [-7.364, 5.170, 1.832], [-0.578, 5.079, 5.670], [-0.352, -6.163, 3.563], [5.312, -3.193, -1.533], [-1.912, -2.735, 7.175], [1.203, 0.731, -0.743], [-0.442, -0.720, -1.681], [0.362, 7.474, 2.043], [7.477, 1.098, 2.214], [5.693, -4.252, 3.765], [3.994, -5.843, -1.726], [-4.057, 1.016, -3.775], [1.141, 4.900, 0.871], [4.912, 1.056, 3.886], [1.350, -1.739, -0.373], [-2.355, 1.679, -7.255], [4.415, 1.389, -4.394], [-6.486, -5.069, -1.653], [-2.151, -6.576, 2.356], [3.925, -5.683, 3.408], [-5.336, -3.638, -0.531], [3.595, -3.656, 3.806], [-0.625, -3.055, -5.634], [6.164, 1.858, -5.691], [0.717, 3.879, 6.950], [-0.481, -5.722, 1.366], [0.501, 3.326, 4.840], [0.370, -3.999, -7.151], [1.859, 6.083, 0.648], [4.169, -4.916, -2.854], [0.181, 4.165, 5.810], [-2.942, -0.662, 6.481], [5.347, 2.259, -4.696], [-0.975, -6.147, 2.504], [-5.339, -4.757, -1.151], [-5.491, 3.561, 2.519], [-0.578, -0.552, 1.057], [-5.193, 3.074, -3.445], [-6.953, 3.812, 2.035], [-4.928, 1.675, -2.862], [-1.854, -1.718, 6.173], [0.491, -3.258, -6.141], [5.386, -4.032, -2.719], [4.496, -4.561, 3.823], [1.687, 7.068, 1.754], [-0.240, 2.584, -6.732], [-1.512, 2.811, -7.493], [5.135, 1.900, 2.788], [6.080, 1.251, 1.822], [-2.833, 0.075, 5.684], [0.771, 4.627, 7.626], [6.111, 1.908, 0.953], [-1.968, 3.708, -7.074], [7.580, 0.196, 2.525], [3.277, -4.292, -2.822], [5.528, 2.872, 3.088], [0.327, -5.135, 1.209], [-0.095, 2.405, -4.685], [5.604, 1.360, 4.477], [1.364, 3.112, 7.073], [5.932, 1.066, -6.274], [-2.107, -2.109, 5.187], [4.565, -6.465, 3.423], [-7.183, -4.342, -1.735], [-5.133, 2.542, 2.374], [-5.527, 2.954, -4.476], [0.241, 3.562, 3.893], [1.270, 4.215, 0.211], [2.834, 5.596, 0.633], [4.230, 0.428, -4.644], [-2.585, -6.488, 1.448], [1.120, -4.206, -7.795], [-6.186, -3.099, -0.455], [2.950, -5.941, 3.462], [-3.288, 0.609, -3.370], [-4.534, 1.772, -1.850], [-0.162, 6.849, 2.549], [-2.365, 1.591, -6.299], [5.554, -3.390, -3.584], [-0.899, -1.192, 6.172], [6.257, -4.686, -2.762], [-0.584, -2.313, -4.949], [-5.934, 3.659, -2.900], [7.015, 2.363, -5.890], [-1.578, -3.273, -5.889], [-4.421, 4.162, 4.073], [0.475, 3.320, -7.099], [-4.526, -3.338, -0.006], [-1.112, -5.765, 0.580], [5.893, 0.227, 1.500], [1.750, 6.405, -0.387], [-7.119, 3.093, 1.233], [2.055, 8.016, 1.362], [-1.487, 2.924, -8.577], [-0.455, -4.563, -7.303], [-7.090, 5.744, 2.552], [4.428, -2.824, -1.590], [4.002, -5.289, -0.943], [-3.322, 3.432, -3.959], [-1.445, -3.511, 6.859], [4.141, 2.042, 2.365], [3.859, -2.691, 3.945], [-5.841, 1.080, -2.882], [-7.560, 3.485, 2.879], [-4.928, 4.285, 1.930], [2.604, -3.850, 3.789], [-6.620, -5.980, -2.069], [-2.612, -7.124, 3.068], [1.240, 2.648, 4.956], [4.029, -5.358, -3.841], [-3.871, -1.232, 6.486], [-3.514, 0.511, 8.018], [0.029, 1.534, -6.847], [3.878, 1.639, -3.577], [2.337, 6.687, 2.541]], "forces_ev_per_angstrom": [[2.25, -1.91, -1.04], [-1.95, -3.17, -0.86], [1.87, 0.22, 1.96], [-0.73, 3.26, 0.37], [-0.43, -0.03, -0.06], [1.38, 0.14, 0.15], [-0.55, -0.70, 0.26], [0.14, -0.13, -1.34], [1.08, 1.30, 0.63], [-0.68, -0.19, 0.18], [0.73, -0.51, -0.26], [0.50, -0.68, -1.36], [-1.61, 2.31, -0.57], [0.34, 0.07, 0.65], [0.36, -1.30, -0.95], [0.00, 0.24, -0.31], [-0.46, -0.39, 1.34], [-1.14, -0.07, 0.38], [-0.12, -0.14, 0.28], [-0.50, 0.83, 0.71], [-0.07, -1.33, 1.20], [0.64, 0.22, -1.68], [0.41, 0.06, -0.32], [-2.37, -0.69, 1.12], [0.39, 0.28, 1.30], [-1.49, 2.17, 0.33], [-0.20, 0.29, -0.29], [-3.32, -1.22, 2.21], [-3.94, -1.29, -2.09], [-6.56, -2.52, -0.36], [1.03, -4.80, -0.10], [0.11, 4.83, 2.54], [-3.83, 5.28, 1.51], [-7.43, 3.22, 6.07], [1.11, -0.74, -1.56], [2.30, -0.74, 4.67], [1.28, 1.37, -3.62], [0.66, -1.78, -2.46], [0.80, -5.47, -7.01], [1.16, -2.31, -1.65], [-1.51, 0.58, 1.22], [-0.78, 0.12, -1.69], [0.57, -0.58, 0.51], [2.24, 1.98, -0.58], [4.75, 1.17, 2.45], [4.15, -3.31, 0.04], [-0.34, 1.99, -0.45], [1.61, -0.11, -2.60], [-0.06, -0.93, -0.45], [0.53, -0.60, 2.68], [-0.33, 0.43, -0.63], [-0.84, 0.84, 1.23], [4.62, 2.27, 0.37], [0.25, 0.04, 0.02], [2.60, 0.74, -2.69], [-0.02, 0.77, -0.89], [-0.64, 0.73, 0.85], [-1.06, -0.73, 0.35], [-0.33, -0.69, -0.45], [1.53, -0.27, -1.39], [-0.54, 0.07, -0.18], [-0.23, -0.31, -0.06], [0.00, -0.13, -0.30], [-0.12, 0.25, -0.07], [0.01, 0.03, 0.09], [-0.14, 0.52, 0.04], [0.06, 0.15, 0.06], [-0.12, -0.19, 0.63], [0.30, -0.18, -0.18], [-0.03, -0.67, 0.64], [-0.14, 0.27, -0.07], [0.19, 0.18, 0.24], [0.23, -0.03, -0.14], [-0.26, -0.16, -0.17], [-0.12, -0.62, -0.19], [-0.27, -0.07, -0.18], [-0.53, -0.29, -0.12], [-0.02, -0.09, 0.21], [0.22, 0.24, -0.19], [1.23, 1.48, 0.31], [0.82, 0.29, -0.53], [-0.33, -0.28, 0.42], [0.09, 0.15, 0.53], [0.43, 0.04, 0.22], [0.13, 0.47, 0.25], [-0.04, 0.10, 0.42], [0.17, -0.18, -0.01], [0.31, -0.45, 0.00], [-0.24, -0.16, 0.31], [-0.54, 0.11, -0.31], [0.30, -0.26, -0.11], [0.30, 0.15, 0.98], [-0.22, -0.21, 0.40], [-0.08, -0.27, 0.19], [-0.50, 0.03, 0.12], [0.67, -0.35, -0.55], [0.09, -0.03, -0.14], [0.58, -0.27, 0.40], [-0.13, -0.08, -0.33], [0.49, 0.26, -0.13], [-1.39, 0.28, -0.04], [-0.66, 0.72, 0.08], [-0.36, 0.93, -0.63], [0.81, -0.10, 0.22], [0.62, -0.06, 0.07], [0.20, 0.30, 0.09], [0.25, -0.40, 0.30], [-0.24, 0.41, 0.28], [0.08, 0.15, 0.15], [-0.12, -0.41, -0.14], [0.09, -0.03, -0.07], [0.21, 0.16, -0.62], [-0.01, -0.22, -0.02], [-0.31, 0.17, 0.43], [-0.24, -0.57, 0.04], [0.56, -0.38, -0.43], [0.29, 0.03, 0.00], [0.04, 0.45, -0.04], [0.22, 0.30, -0.16], [-0.19, 0.20, -0.18], [0.68, -0.82, 0.29], [-0.35, 0.37, -0.29], [-0.15, -0.13, -0.42], [0.50, 0.19, 0.01], [-0.08, 0.15, -0.10], [-0.58, 0.37, 0.82]], "energy_ha": -3925.12028, "charge": -1, "max_force_ev_per_a": 10.1, "lumo_ev": 1.54}

---

(3)
{"formula": "CN4O2", "method": "ωB97M-V/def2-TZVPD", "elements": ["O", "O", "N", "N", "N", "N", "C"], "positions_angstrom": [[-1.666, 0.629, -2.003], [2.145, 0.598, 0.097], [1.488, -0.404, 0.046], [-1.587, 0.474, -0.812], [0.581, -0.911, 1.570], [-1.052, 0.168, 0.158], [0.147, -0.329, 0.595]], "forces_ev_per_angstrom": [[1.26, -0.50, 0.35], [0.69, 0.40, 0.37], [0.34, 0.11, -1.70], [-3.88, 2.03, -4.71], [-0.23, 0.31, 0.73], [1.98, -1.13, 4.80], [-0.15, -1.21, 0.16]], "energy_ha": -407.27107, "charge": 0, "multiplicity": 3, "max_force_ev_per_a": 6.4, "lumo_ev": [-0.68, -2.54], "s2": 2.023}

---

Q: Which of these has the lowest charge?
A: C21H66F3N12O23S

---

Q: Which value of charge does entry 1 give?
A: 0

---

Please write out number 3 again, unchanged.
{"formula": "CN4O2", "method": "ωB97M-V/def2-TZVPD", "elements": ["O", "O", "N", "N", "N", "N", "C"], "positions_angstrom": [[-1.666, 0.629, -2.003], [2.145, 0.598, 0.097], [1.488, -0.404, 0.046], [-1.587, 0.474, -0.812], [0.581, -0.911, 1.570], [-1.052, 0.168, 0.158], [0.147, -0.329, 0.595]], "forces_ev_per_angstrom": [[1.26, -0.50, 0.35], [0.69, 0.40, 0.37], [0.34, 0.11, -1.70], [-3.88, 2.03, -4.71], [-0.23, 0.31, 0.73], [1.98, -1.13, 4.80], [-0.15, -1.21, 0.16]], "energy_ha": -407.27107, "charge": 0, "multiplicity": 3, "max_force_ev_per_a": 6.4, "lumo_ev": [-0.68, -2.54], "s2": 2.023}